Record 1
{
  "formula": "C48H40I2NO4P2Pt",
  "method": "ωB97M-V with the def2-TZVPD basis set",
  "elements": ["Pt", "C", "C", "C", "C", "C", "C", "C", "C", "P", "C", "C", "C", "C", "C", "C", "C", "C", "C", "C", "C", "C", "C", "O", "C", "C", "C", "C", "C", "C", "P", "C", "C", "C", "C", "C", "C", "C", "C", "C", "C", "C", "C", "H", "H", "H", "H", "H", "H", "H", "H", "H", "H", "H", "H", "H", "H", "H", "H", "H", "H", "H", "H", "H", "H", "H", "H", "H", "H", "H", "H", "H", "H", "H", "H", "N", "C", "O", "C", "I", "H", "H", "H", "H", "I", "C", "C", "C", "C", "C", "C", "C", "O", "O", "H", "H", "H", "H"],
  "coordinates": [[-0.71256, -0.35036, -0.25722], [3.74124, 4.25614, -1.60882], [3.38234, 3.92854, -0.14742], [4.17794, 4.83414, 0.79828], [3.71664, 2.46774, 0.09818], [5.00874, 2.02884, 0.36268], [5.29464, 0.68754, 0.55578], [4.28524, -0.25466, 0.49048], [2.98774, 0.15034, 0.21028], [1.60994, -1.04126, 0.07718], [1.99264, -1.86166, -1.49962], [2.88934, -2.90956, -1.66972], [3.01874, -3.50156, -2.91552], [2.28074, -3.04246, -3.99412], [1.42214, -1.96506, -3.83732], [1.27904, -1.37966, -2.59652], [1.93264, -2.14326, 1.47958], [2.10604, -1.51786, 2.71728], [2.28514, -2.27206, 3.85958], [2.30004, -3.65696, 3.77988], [2.10384, -4.28216, 2.55958], [1.90244, -3.53336, 1.41188], [2.71964, 1.50184, -0.00302], [1.42094, 1.79614, -0.30462], [1.00324, 3.08004, -0.09642], [-0.37806, 3.26424, -0.01782], [-0.88366, 4.54234, 0.16918], [-0.02286, 5.61214, 0.29698], [1.34454, 5.41174, 0.22208], [1.88864, 4.14904, 0.02388], [-1.53206, 1.84734, -0.13812], [-2.51926, 2.37204, -1.57522], [-3.90876, 2.34114, -1.61492], [-4.57766, 2.70214, -2.77042], [-3.87166, 3.09034, -3.89662], [-2.48616, 3.10504, -3.87012], [-1.81276, 2.74244, -2.71932], [-2.49876, 2.04974, 1.38828], [-2.14956, 1.18414, 2.42308], [-2.75936, 1.29054, 3.65878], [-3.73276, 2.25284, 3.87408], [-4.10236, 3.09724, 2.84008], [-3.48906, 3.00354, 1.60198], [4.80544, 4.11254, -1.77262], [3.49124, 5.28894, -1.83492], [3.19574, 3.60914, -2.29312], [5.24384, 4.69954, 0.65328], [3.93304, 4.61674, 1.83558], [3.96764, 5.87924, 0.59948], [5.81694, 2.73964, 0.41798], [6.31004, 0.38314, 0.76068], [4.49914, -1.29736, 0.66828], [3.47714, -3.27206, -0.83942], [3.69084, -4.33536, -3.04482], [2.36344, -3.52876, -4.95452], [0.85214, -1.59826, -4.67772], [0.58084, -0.55036, -2.44852], [2.10814, -0.43636, 2.77028], [2.41594, -1.78186, 4.81268], [2.47064, -4.24836, 4.66578], [2.10264, -5.35996, 2.49738], [1.73224, -4.03336, 0.46968], [-1.95016, 4.69424, 0.21378], [-0.41426, 6.60544, 0.44988], [1.98994, 6.26844, 0.30908], [-4.46516, 2.03364, -0.74422], [-5.65576, 2.67934, -2.79062], [-4.39886, 3.37354, -4.79422], [-1.93156, 3.40254, -4.74682], [-0.73006, 2.74144, -2.69932], [-1.40406, 0.41314, 2.23908], [-2.47726, 0.62054, 4.45518], [-4.21516, 2.33674, 4.83648], [-4.87386, 3.83474, 2.99968], [-3.79666, 3.67244, 0.81158], [-5.46056, -0.61036, -0.03462], [-4.23496, -0.95406, -0.45292], [-3.27656, -0.20186, -0.36982], [-4.12476, -2.31206, -1.09362], [-4.58626, -3.83846, 0.35298], [-5.60136, 0.26914, 0.43468], [-6.21236, -1.28126, -0.01732], [-3.11046, -2.46576, -1.45662], [-4.83586, -2.42146, -1.90972], [-0.92006, -9.25216, 0.94738], [-0.96206, -7.15536, 0.68988], [-0.88896, -6.62766, -0.59022], [-0.92596, -5.25806, -0.75832], [-1.03696, -4.42386, 0.35078], [-1.10836, -4.96536, 1.62928], [-1.06556, -6.33446, 1.80268], [-1.03406, -2.95806, 0.13768], [-0.83966, -2.52956, -1.02812], [-1.19896, -2.15926, 1.09528], [-0.80536, -7.28116, -1.44532], [-0.85766, -4.81776, -1.74262], [-1.18736, -4.30136, 2.47568], [-1.11706, -6.76076, 2.79228]],
  "total_charge": 1,
  "total_energy_ev": -98127.817
}

=====

Record 2
{
  "formula": "C48H40IN3O4P2Ru",
  "method": "ωB97M-V with the def2-TZVPD basis set",
  "elements": ["Ru", "C", "C", "N", "C", "C", "C", "O", "C", "C", "N", "C", "C", "C", "C", "C", "C", "I", "C", "O", "H", "H", "H", "H", "H", "H", "H", "H", "H", "H", "H", "H", "C", "C", "P", "C", "C", "C", "C", "C", "C", "C", "C", "C", "C", "C", "C", "P", "C", "C", "C", "C", "C", "C", "C", "C", "C", "C", "C", "C", "H", "H", "H", "H", "H", "H", "H", "H", "H", "H", "H", "H", "H", "H", "H", "H", "H", "H", "H", "H", "H", "H", "H", "H", "O", "C", "N", "C", "O", "C", "C", "C", "C", "C", "C", "H", "H", "H", "H"],
  "coordinates": [[0.10071, -0.20064, 0.96615], [-0.66478, -2.41029, 5.03938], [-1.76569, -1.57987, 4.45345], [-2.95485, -1.68300, 5.00942], [-3.96163, -0.90092, 4.59952], [-3.82284, 0.09437, 3.65878], [-4.96721, 0.99945, 3.31067], [-5.17433, 0.95961, 1.89588], [-2.56773, 0.22169, 3.03158], [-2.31775, 1.32592, 2.12392], [-1.27671, 1.42384, 1.36859], [-1.08754, 2.60138, 0.57145], [-2.15246, 3.59130, 0.08615], [-1.99118, 5.13601, -0.01427], [-0.20494, 5.84388, -1.08670], [1.14926, 5.37558, -0.53298], [1.08174, 4.22041, 0.39946], [3.01238, 3.80846, 1.21980], [-1.53767, -0.67826, 3.37887], [-0.35326, -0.63691, 2.80498], [-0.89113, -3.46764, 4.90761], [-0.62071, -2.22230, 6.11144], [0.30350, -2.18342, 4.59808], [-4.91711, -1.06660, 5.08479], [-4.75526, 2.02993, 3.62468], [-5.85818, 0.66988, 3.84904], [-6.07557, 1.23784, 1.70956], [-3.03180, 2.14435, 2.12264], [-3.17066, 3.25563, 0.27815], [-2.93151, 5.65599, 0.15615], [-0.09229, 6.72911, -1.70779], [2.09809, 5.69177, -0.94081], [-1.92194, -1.51275, -1.29637], [-2.04698, 0.01527, -1.32611], [-0.33491, 0.73839, -1.38631], [-0.55224, 2.43425, -0.85894], [0.32822, 2.94063, 0.24079], [0.59511, 5.53305, 0.91257], [-0.74781, 6.00363, 0.34339], [-1.43990, 4.97787, -1.47126], [-1.60363, 3.43970, -1.36109], [0.05556, 0.74358, -3.17711], [-0.97029, 1.10628, -4.05502], [-0.74461, 1.17772, -5.42147], [0.50498, 0.87067, -5.93548], [1.52444, 0.49780, -5.07277], [1.30599, 0.43588, -3.70646], [-0.50392, -2.01921, -0.23992], [0.81639, -2.63338, -1.33179], [0.87996, -2.35611, -2.69109], [1.96588, -2.78463, -3.44479], [2.99224, -3.49213, -2.84423], [2.92742, -3.78881, -1.48741], [1.84540, -3.36858, -0.73607], [-0.98114, -3.52021, 0.63505], [-1.74821, -4.47088, -0.04426], [-2.03446, -5.68496, 0.55173], [-1.53739, -5.96290, 1.82100], [-0.76941, -5.02462, 2.48901], [-0.49744, -3.79346, 1.90636], [-1.76210, -1.92465, -2.29444], [-2.83422, -1.96208, -0.90108], [-2.47004, 0.35969, -0.38447], [-2.73652, 0.31545, -2.11243], [0.91602, 2.08557, 0.58207], [1.06720, 5.98233, 1.77403], [-1.00863, 6.99692, 0.69953], [-1.99589, 5.39379, -2.30880], [-2.26844, 3.01487, -2.10822], [-1.95722, 1.35590, -3.69477], [-1.55143, 1.47075, -6.08007], [0.68227, 0.92080, -7.00144], [2.50374, 0.25355, -5.46297], [2.11405, 0.14506, -3.05395], [0.09436, -1.80572, -3.19024], [2.00136, -2.56037, -4.50290], [3.83783, -3.82589, -3.43081], [3.72119, -4.35188, -1.01470], [1.80363, -3.61125, 0.31820], [-2.11488, -4.27112, -1.04443], [-2.63297, -6.41692, 0.02692], [-1.74849, -6.91744, 2.28382], [-0.37482, -5.25201, 3.47069], [0.10708, -3.06072, 2.42702], [2.41497, 1.14757, -1.22605], [2.81183, 0.32279, -0.42217], [2.03532, -0.32369, 0.51808], [2.83958, -1.16967, 1.30144], [2.40922, -1.89934, 2.16501], [4.24079, -1.01642, 0.82653], [5.41687, -1.57947, 1.27460], [6.58570, -1.20693, 0.61479], [6.56180, -0.30123, -0.44350], [5.36925, 0.26851, -0.88150], [4.21907, -0.11646, -0.22617], [5.42834, -2.27636, 2.10161], [7.53248, -1.62107, 0.93414], [7.49092, -0.03146, -0.92742], [5.34258, 0.97995, -1.69550]],
  "total_charge": 1,
  "multiplicity": 2,
  "total_energy_ev": -92336.712
}

=====

Record 3
{
  "formula": "C48H40N8O16",
  "method": "ωB97M-V with the def2-TZVPD basis set",
  "elements": ["O", "N", "O", "C", "C", "C", "C", "C", "C", "H", "H", "H", "H", "H", "O", "N", "O", "C", "C", "C", "C", "C", "C", "H", "H", "H", "H", "H", "O", "N", "O", "C", "C", "C", "C", "C", "C", "H", "H", "H", "H", "H", "O", "N", "O", "C", "C", "C", "C", "C", "C", "H", "H", "H", "H", "H", "O", "N", "O", "C", "C", "C", "C", "C", "C", "H", "H", "H", "H", "H", "O", "N", "O", "C", "C", "C", "C", "C", "C", "H", "H", "H", "H", "H", "O", "N", "O", "C", "C", "C", "C", "C", "C", "H", "H", "H", "H", "H", "O", "N", "O", "C", "C", "C", "C", "C", "C", "H", "H", "H", "H", "H"],
  "coordinates": [[-7.64643, -4.98358, 2.33964], [-6.93576, -4.03585, 2.37357], [-7.24552, -2.80393, 2.37121], [-5.53128, -4.21674, 2.24566], [-4.92014, -5.41746, 1.48264], [-3.35922, -5.40155, 1.33580], [-2.41640, -4.30778, 2.02128], [-3.01699, -3.36393, 2.84310], [-4.52216, -3.29522, 2.99653], [-5.61022, -6.24678, 1.02680], [-3.12746, -6.22314, 0.78511], [-1.21562, -4.51948, 1.72513], [-2.30544, -2.71796, 3.20231], [-4.98295, -2.50085, 3.64458], [-3.94158, -2.21769, -4.37632], [-4.74536, -1.21978, -4.25057], [-5.25633, -0.61892, -5.23840], [-5.16300, -0.88663, -2.91240], [-4.97862, -1.79904, -1.64011], [-5.56107, -1.44384, -0.21506], [-6.64062, -0.46147, -0.26654], [-6.95169, 0.27004, -1.36499], [-6.24996, 0.30033, -2.65424], [-4.23462, -2.71074, -1.69044], [-5.34682, -2.01430, 0.62642], [-7.02506, -0.23839, 0.72403], [-7.66891, 1.22847, -0.98120], [-6.32560, 1.11061, -3.55731], [-1.50234, -2.63301, -1.48056], [-0.68878, -1.74678, -1.85520], [-0.12880, -1.58303, -2.92857], [-0.23181, -0.89635, -0.74636], [-0.90845, -0.85924, 0.63814], [-0.30362, -0.14120, 1.83059], [0.79377, 0.80258, 1.51582], [1.36118, 1.02073, 0.27628], [0.91758, 0.08024, -0.98316], [-1.67906, -1.40810, 0.68020], [-0.90176, -0.25298, 2.78164], [1.29148, 1.20940, 2.39409], [2.39132, 1.58826, 0.07821], [1.37643, 0.06696, -2.02875], [3.19991, 1.99589, -2.43471], [3.65690, 2.59553, -3.48327], [4.26141, 1.92234, -4.25592], [3.38976, 3.90617, -3.70180], [2.44066, 4.65898, -2.81609], [1.88790, 6.04966, -3.21838], [2.55497, 6.73568, -4.39134], [3.55689, 6.15032, -5.17360], [4.05008, 4.72127, -4.90954], [1.97410, 4.24705, -1.97326], [1.21727, 6.50497, -2.60470], [2.08263, 7.69205, -4.43221], [4.00906, 6.38362, -6.14241], [4.84070, 4.25802, -5.41218], [-1.33842, 0.27125, 5.77718], [-0.89502, 1.40262, 5.44033], [-1.29279, 1.97487, 4.45385], [0.29068, 2.04611, 6.15396], [0.73844, 3.45677, 5.62203], [1.97454, 4.07327, 6.49362], [2.38835, 3.23587, 7.80527], [1.84266, 2.06579, 8.27490], [0.80775, 1.36796, 7.41539], [0.54757, 3.97868, 4.68922], [2.62328, 4.64333, 6.19555], [3.33282, 3.56890, 8.35624], [2.11303, 1.79673, 9.23877], [0.48674, 0.36639, 7.82073], [3.03915, 3.64463, 2.57794], [3.05748, 4.16321, 1.45186], [3.63938, 3.63704, 0.56549], [2.83300, 5.65169, 1.23994], [1.47836, 6.14058, 1.97255], [1.26961, 7.64568, 1.85984], [2.12149, 8.52785, 0.92062], [3.16087, 8.02475, 0.18173], [3.66588, 6.57892, 0.26782], [0.64037, 5.62714, 2.46177], [0.46223, 8.12168, 2.17746], [2.03214, 9.65139, 0.67464], [3.88524, 8.67751, -0.49909], [4.61788, 6.22701, -0.09629], [3.81814, -1.86426, 2.68716], [3.91504, -3.01133, 2.07099], [4.05541, -4.12873, 2.56010], [3.92046, -3.00997, 0.66027], [3.75142, -1.63165, -0.06516], [3.50976, -1.56715, -1.60665], [3.45999, -2.86532, -2.39201], [3.84560, -4.06619, -1.73382], [4.04708, -4.24334, -0.21258], [3.56800, -0.77532, 0.59337], [3.19165, -0.66329, -1.99112], [3.12902, -2.84402, -3.33986], [3.80836, -5.05017, -2.28954], [4.08952, -5.25815, 0.29163], [-0.82694, -7.05604, -0.95371], [-0.04610, -6.17074, -1.37968], [0.45378, -5.34119, -0.59624], [-0.07785, -5.89815, -2.79418], [-0.84707, -6.73224, -3.76374], [-0.97596, -6.30364, -5.21772], [-0.40619, -5.03066, -5.59556], [0.31429, -4.18813, -4.79789], [0.42958, -4.44984, -3.31035], [-1.28271, -7.76173, -3.45495], [-1.33889, -6.92518, -5.99428], [-0.52577, -4.86290, -6.60878], [0.56631, -3.34484, -5.23766], [0.94684, -3.85691, -2.84052]],
  "smiles": "O=[N+]([O-])c1ccccc1.O=[N+]([O-])c1ccccc1.O=[N+]([O-])c1ccccc1.O=[N+]([O-])c1ccccc1.O=[N+]([O-])c1ccccc1.O=[N+]([O-])c1ccccc1.O=[N+]([O-])c1ccccc1.O=[N+]([O-])c1ccccc1",
  "total_charge": 0,
  "total_energy_ev": -95052.930
}

=====

Record 4
{
  "formula": "C48H41CrN4P3",
  "method": "ωB97M-V with the def2-TZVPD basis set",
  "elements": ["Cr", "N", "C", "C", "C", "C", "C", "C", "P", "C", "C", "C", "C", "C", "C", "C", "C", "C", "C", "C", "C", "H", "H", "H", "H", "H", "H", "H", "H", "H", "H", "H", "H", "H", "H", "H", "H", "N", "P", "C", "C", "C", "C", "C", "C", "C", "C", "C", "C", "C", "C", "P", "C", "C", "C", "C", "C", "C", "C", "C", "C", "C", "C", "C", "H", "H", "H", "H", "H", "H", "H", "H", "H", "H", "H", "H", "H", "H", "H", "H", "H", "H", "H", "H", "H", "N", "C", "C", "C", "C", "C", "N", "C", "H", "H", "H", "H"],
  "coordinates": [[-0.80776, 0.10650, -0.61092], [-2.30079, -1.48459, -0.85155], [-2.45953, -2.41250, 0.27029], [-3.25490, -3.53965, 0.12438], [-3.43074, -4.40596, 1.19126], [-2.78411, -4.16368, 2.39730], [-1.96487, -3.05729, 2.53232], [-1.81802, -2.15588, 1.47533], [-0.75073, -0.69589, 1.63248], [-1.48070, 0.46367, 2.81723], [-0.98139, 1.76871, 2.83756], [-1.47001, 2.68245, 3.75616], [-2.45907, 2.29794, 4.65389], [-2.96496, 1.00555, 4.62693], [-2.48054, 0.08324, 3.71098], [0.71081, -1.37635, 2.44108], [1.14785, -0.90511, 3.67526], [2.16987, -1.57388, 4.33399], [2.75549, -2.69393, 3.76213], [2.33889, -3.14543, 2.51384], [1.31750, -2.48928, 1.85323], [-3.21852, -1.08956, -1.05662], [-2.08516, -2.03642, -1.67861], [-3.73878, -3.74354, -0.82485], [-4.06575, -5.27395, 1.07668], [-2.91455, -4.84514, 3.22718], [-1.41782, -2.89546, 3.45323], [-0.20362, 2.05942, 2.13857], [-1.08102, 3.69212, 3.78114], [-2.83798, 3.00737, 5.37770], [-3.74065, 0.71105, 5.32099], [-2.89636, -0.91402, 3.68859], [0.68054, -0.04273, 4.13276], [2.50429, -1.22218, 5.30105], [3.53609, -3.22213, 4.29378], [2.79981, -4.01761, 2.06875], [0.96662, -2.84741, 0.89027], [1.89683, 0.10510, -1.69451], [1.29200, 1.37802, -0.72804], [2.33060, 1.37419, 0.75985], [3.23224, 0.34617, 1.01637], [4.09756, 0.45215, 2.09472], [4.04611, 1.56046, 2.92781], [3.14125, 2.58472, 2.67647], [2.28793, 2.49676, 1.58979], [1.89981, 2.86952, -1.56635], [3.28157, 2.94335, -1.76358], [3.82251, 4.05041, -2.39196], [2.99675, 5.08894, -2.80905], [1.62685, 5.01871, -2.61022], [1.07508, 3.90824, -1.98631], [0.77113, -1.13919, -1.87813], [-0.36356, -0.60248, -3.21241], [-0.47126, 0.74030, -3.59501], [-1.34644, 1.10365, -4.61342], [-2.11521, 0.13943, -5.24497], [-2.02736, -1.19685, -4.85705], [-1.16730, -1.56560, -3.84024], [1.67009, -2.53192, -2.57396], [1.69437, -3.78116, -1.95845], [2.38873, -4.81989, -2.56045], [3.05035, -4.60782, -3.76086], [3.01863, -3.35919, -4.37464], [2.32228, -2.31701, -3.79099], [2.71947, 0.20645, -2.27700], [3.28910, -0.50608, 0.35238], [4.82798, -0.32523, 2.27514], [4.72960, 1.63868, 3.76307], [3.12870, 3.47001, 3.29830], [1.61681, 3.31839, 1.35830], [3.93373, 2.15487, -1.40417], [4.89175, 4.10880, -2.54400], [3.42814, 5.96175, -3.28051], [0.98701, 5.82667, -2.93843], [0.00586, 3.86811, -1.81823], [0.18964, 1.49081, -3.17639], [-1.39954, 2.13539, -4.93556], [-2.77021, 0.42130, -6.05880], [-2.61856, -1.94731, -5.36493], [-1.07017, -2.61311, -3.56795], [1.17527, -3.94605, -1.02152], [2.41192, -5.79614, -2.09535], [3.59185, -5.41945, -4.22787], [3.52727, -3.20343, -5.31644], [2.27304, -1.35156, -4.28278], [-6.18293, 1.20449, 2.50910], [-5.38597, 1.59465, 1.78059], [-4.35206, 2.02675, 0.88904], [-4.27448, 3.32895, 0.39276], [-3.24647, 3.63448, -0.48698], [-2.31813, 2.66364, -0.80153], [-2.35523, 1.41894, -0.28346], [-3.38400, 1.10799, 0.51907], [-5.00712, 4.07054, 0.68404], [-3.16460, 4.61881, -0.92582], [-1.51683, 2.87412, -1.49738], [-3.45183, 0.09632, 0.89512]],
  "total_charge": 3,
  "multiplicity": 2,
  "total_energy_ev": -112666.062
}